(1)
This record from the Open Molecules 2025 dataset describes one molecule with the formula C10H18N2O3S. The level of theory is the ωB97M-V functional and the def2-TZVPD basis.

Geometry (Å):
C: 1.52192 -4.02777 -3.10186
S: 0.74589 -3.96802 -1.43553
C: 1.83835 -2.73195 -0.73259
C: 1.35102 -2.25761 0.68834
C: -0.14388 -1.58976 0.65681
N: -0.60861 -0.44819 -0.22714
C: 0.15059 0.82626 -0.06477
O: 1.30655 0.87723 0.39370
C: -0.57970 2.07013 -0.54289
C: 0.01791 3.41087 0.15211
C: -1.31553 4.24522 0.41893
C: -2.53235 3.30393 0.16228
N: -1.96999 1.82864 -0.12023
C: -0.18802 -1.15409 2.17910
O: -0.71708 -0.07088 2.56111
O: 0.21961 -2.16897 3.04602
H: 1.21332 -5.00665 -3.68527
H: 2.73916 -3.70625 -2.91373
H: 0.97990 -3.21959 -3.66314
H: 1.87460 -1.84579 -1.40793
H: 2.87980 -3.03307 -0.45543
H: 1.30569 -3.21276 1.29314
H: 1.93216 -1.38630 1.10369
H: -0.92502 -2.38684 0.70629
H: -1.71922 -0.31561 -0.17182
H: -0.42199 2.24084 -1.62002
H: 0.83673 3.67977 -0.69023
H: 0.62539 3.24263 1.11307
H: -1.36145 4.72387 1.61761
H: -1.19160 5.21008 -0.01477
H: -3.37948 3.28372 0.85991
H: -2.73874 3.73684 -0.83720
H: -1.91658 1.41640 0.74300
H: 0.17064 -1.56633 3.98946

Values from the calculation:
* relative energy (zero: lowest compared OMol25 entry of this formula, charge and spin): 120.6 kcal per mole
* SMILES: CSCC[C@H](NC(=O)[C@@H]1CCCN1)C(=O)O

***

(2)
This record from the Open Molecules 2025 dataset describes an isolated ion of composition C4H9N3 and charge +2. The level of theory is the ωB97M-V functional and the def2-TZVPD basis.

Geometry (Å):
C: 0.76508 1.55641 0.52192
C: 0.49623 0.47448 -0.62124
N: 1.40395 -0.63349 -0.58299
C: 0.88665 -1.69338 0.07644
N: -0.40896 -1.40675 0.27440
C: -0.71073 -0.17253 -0.22508
N: -2.24088 0.02089 -0.34445
H: 1.83213 1.86484 0.55954
H: 0.49879 1.17400 1.53096
H: 0.22630 2.46265 0.27713
H: 0.38943 1.16497 -1.55628
H: 2.34699 -0.53304 -0.93556
H: 1.12476 -2.67092 0.50380
H: -1.18892 -1.97785 0.69353
H: -2.59144 0.95428 -0.50862
H: -2.82938 -0.58454 0.33649

Values from the calculation:
* total charge: +2
* relative energy (zero: lowest compared OMol25 entry of this formula, charge and spin): 29.7 kcal per mole
* SMILES: C[C@H]1NC=[NH+]C1=[NH2+]

***

(3)
This record from the Open Molecules 2025 dataset describes C23H21N6O2PtS3 as an isolated structure. The level of theory is the ωB97M-V functional and the def2-TZVPD basis.

Geometry (Å):
Pt: -0.67891 -0.17188 -0.67873
O: 3.39666 -0.91656 0.52905
S: 2.32227 -1.33835 -0.32006
O: 1.45068 -2.38745 0.13459
N: 1.34090 -0.06426 -0.69211
C: 1.83967 1.26097 -0.62591
C: 3.15254 1.68662 -0.64470
C: 3.48463 3.05357 -0.60339
C: 2.54113 4.03370 -0.53590
C: 1.18333 3.65771 -0.51342
C: 0.12905 4.58587 -0.41227
C: -1.16524 4.14929 -0.35763
C: -1.41147 2.77547 -0.42767
N: -0.45175 1.88247 -0.55062
C: 0.85232 2.28619 -0.57283
C: 3.00087 -1.85722 -1.87082
C: 2.27337 -2.73926 -2.65801
C: 2.77466 -3.11677 -3.89291
C: 3.99362 -2.61767 -4.33258
C: 4.72176 -1.74933 -3.53200
C: 4.22802 -1.36650 -2.29408
H: 3.95864 0.97892 -0.66371
H: 4.53422 3.31830 -0.61548
H: 2.81019 5.08078 -0.49451
H: 0.36066 5.64261 -0.36637
H: -1.99580 4.83376 -0.26488
H: -2.42790 2.41213 -0.36866
H: 1.33419 -3.13863 -2.29737
H: 2.21846 -3.81088 -4.50949
H: 4.38488 -2.91956 -5.29551
H: 5.68284 -1.37910 -3.86400
H: 4.80954 -0.72300 -1.65037
N: -2.82619 -0.27868 -0.78921
N: -3.38691 -1.56524 -0.72120
C: -2.56646 -2.62753 -0.80041
N: -3.14723 -3.82573 -0.86405
S: -0.88826 -2.47913 -0.72969
H: -3.29587 0.30273 -0.10187
H: -2.98596 0.10671 -1.71862
H: -4.37698 -1.64226 -0.88762
H: -4.14376 -3.95480 -0.84999
H: -2.56663 -4.64801 -0.84839
S: 0.03950 -0.19222 4.38165
C: 0.02596 -0.28462 2.66340
N: -1.12058 -0.22610 2.07286
C: -2.13140 -0.11003 3.02408
C: -3.50379 -0.04925 2.76979
C: -4.38395 0.07405 3.82330
C: -3.92031 0.13325 5.14393
C: -2.57162 0.06124 5.42101
C: -1.68619 -0.06274 4.35167
H: 0.95833 -0.39504 2.12054
H: -3.88004 -0.12605 1.75278
H: -5.44856 0.11979 3.63284
H: -4.62989 0.22969 5.95475
H: -2.21122 0.09801 6.44083

Values from the calculation:
* total charge: +1
* relative energy (zero: lowest compared OMol25 entry of this formula, charge and spin): 0.0 kcal per mole

***

(4)
This record from the Open Molecules 2025 dataset describes C5H9NO as an isolated structure. The level of theory is the ωB97M-V functional and the def2-TZVPD basis.

Geometry (Å):
C: 2.63411 -0.58428 -0.05536
C: 1.19983 0.51552 0.52143
N: 2.15746 1.22759 -0.06408
O: 0.03430 0.56607 -0.16317
C: -1.05413 -0.08825 0.45380
C: -2.07277 -0.63991 -0.48270
C: -2.38797 0.57581 0.35695
H: 2.70335 -1.09855 0.89970
H: 2.12299 -1.21791 -0.78392
H: 3.63328 -0.32391 -0.39830
H: 1.76502 1.72607 -0.89908
H: -0.78896 -0.61161 1.36894
H: -1.87238 -0.45486 -1.53366
H: -2.55722 -1.58604 -0.26215
H: -2.44432 1.53388 -0.15069
H: -3.07258 0.46037 1.19231

Values from the calculation:
* relative energy (zero: lowest compared OMol25 entry of this formula, charge and spin): 139.0 kcal per mole

***

(5)
This record from the Open Molecules 2025 dataset describes C28H55F2INO4S3 as an isolated structure. The level of theory is the ωB97M-V functional and the def2-TZVPD basis.

Geometry (Å):
C: 1.15064 -3.44582 4.77825
C: 0.34561 -2.23390 5.23537
C: -0.25435 -1.41803 4.08246
C: 0.82028 -0.88657 3.11526
C: 0.49452 0.49774 2.52334
C: -0.31457 0.68699 1.22626
C: 0.09152 0.16718 -0.17515
O: 0.34459 -1.19658 -0.25141
C: -0.60746 -2.16057 0.20487
C: 0.07992 -3.51626 0.23691
C: -1.05321 0.57380 -1.17912
C: -1.44168 -0.51439 -2.21229
S: -3.10412 -1.20450 -1.98218
C: -4.14458 -0.09772 -2.97282
C: -4.91181 0.93314 -2.15200
C: -0.85929 1.92394 -1.89665
F: -1.87656 2.01341 -2.83933
S: -1.21912 3.31789 -0.77773
C: 0.47241 1.94626 -2.72347
F: 0.08367 1.39029 -3.94783
C: 1.00642 3.30931 -3.17581
C: 1.68654 4.30113 -2.23447
C: 1.63383 5.73343 -2.78306
O: 1.29730 6.68427 -1.77292
C: 2.17595 6.77736 -0.75368
C: 1.60061 7.49533 0.42174
O: 3.28316 6.29273 -0.80712
C: 1.60548 0.97521 -2.14625
C: 1.74292 -0.23046 -3.09269
C: 2.87797 -1.25264 -2.99946
C: 4.28746 -0.65298 -3.06815
S: 4.89400 -0.33345 -4.73880
N: 1.47138 0.76837 -0.63426
C: 1.79956 2.06754 0.04236
I: 3.06319 -0.49127 0.18182
H: 1.39716 -4.07558 5.63454
H: 0.58310 -4.01206 4.05127
H: 2.10895 -3.15121 4.34121
H: -0.42956 -2.53588 5.93978
H: 1.01252 -1.55313 5.77800
H: -0.96452 -2.07538 3.57204
H: -0.77547 -0.56499 4.52246
H: 1.07179 -1.64149 2.37604
H: 1.72533 -0.75239 3.71886
H: -0.13768 0.96436 3.28671
H: 1.38479 1.12702 2.54091
H: -0.48520 1.75825 1.11433
H: -1.32161 0.29852 1.39938
H: -1.46790 -2.20221 -0.46213
H: -1.00326 -1.90235 1.18334
H: 0.24930 -3.86615 1.24991
H: -0.53613 -4.26552 -0.25760
H: 1.02997 -3.46463 -0.29483
H: -1.93712 0.72261 -0.55695
H: -0.78326 -1.37558 -2.14987
H: -1.38883 -0.15824 -3.23364
H: -4.82423 -0.73369 -3.53690
H: -3.48019 0.38611 -3.68712
H: -4.27982 1.78685 -1.90743
H: -5.26423 0.48303 -1.22239
H: -5.79003 1.27852 -2.69865
H: -1.45115 4.17981 -1.76962
H: 1.70564 3.06637 -3.98187
H: 0.16003 3.79400 -3.67265
H: 1.27104 4.31669 -1.23412
H: 2.74474 4.05097 -2.13202
H: 0.88556 5.84625 -3.56621
H: 2.59669 5.99610 -3.22451
H: 2.33983 8.19733 0.80428
H: 0.67970 8.01626 0.18211
H: 1.41219 6.75840 1.20499
H: 2.52030 1.55732 -2.26910
H: 0.80411 -0.75257 -3.23577
H: 1.93563 0.25908 -4.05047
H: 2.77016 -1.95594 -2.17927
H: 2.76715 -1.85403 -3.90675
H: 4.37870 0.24892 -2.46176
H: 4.99616 -1.36469 -2.63985
H: 3.76202 0.17387 -5.23344
H: 2.17130 1.89936 1.04521
H: 2.58922 2.55194 -0.52158
H: 0.93128 2.70717 0.08099
C: -3.63176 -4.70828 4.26226
C: -2.71442 -5.18248 3.14695
C: -3.14040 -6.53488 2.60074
O: -1.35745 -5.22815 3.60176
H: -3.60414 -5.41262 5.09744
H: -3.31253 -3.73468 4.63600
H: -4.66325 -4.62775 3.91901
H: -2.71716 -4.44666 2.33834
H: -3.09921 -7.28930 3.39032
H: -2.47374 -6.85425 1.79944
H: -4.15897 -6.50219 2.21390
H: -1.31333 -5.86640 4.32193

Values from the calculation:
* total charge: +1

***

We obtain LUMO energy values of 0.59, -10.76, -2.88, 0.85, -4.90 eV for the records listed above, in that order.
We obtain frontier orbital gap values of 9.10, 9.60, 7.52, 9.19, 6.31 eV for the records listed above, in that order.